Entry 1:
{
  "formula": "C43H53BrF5N10O4RbS2Te",
  "method": "ωB97M-V/def2-TZVPD",
  "homo_energy_ha": -0.087,
  "homo_lumo_gap_ev": 5.50,
  "total_charge": -2,
  "max_force_ev_per_a": 2.4,
  "de_lowest_kj_mol": 361.11,
  "symbols": ["Rb", "Br", "C", "C", "C", "C", "O", "C", "C", "N", "C", "C", "C", "C", "C", "C", "C", "C", "N", "C", "C", "H", "H", "H", "H", "H", "H", "H", "H", "H", "H", "C", "C", "N", "C", "C", "S", "C", "C", "N", "H", "H", "H", "H", "H", "H", "H", "H", "H", "H", "H", "H", "H", "H", "N", "C", "C", "N", "C", "C", "N", "C", "C", "N", "H", "H", "H", "H", "H", "H", "C", "N", "C", "C", "S", "N", "C", "C", "H", "H", "H", "H", "H", "H", "H", "H", "H", "H", "H", "H", "F", "Te", "F", "F", "F", "F", "O", "C", "C", "C", "C", "C", "C", "C", "C", "C", "C", "O", "O", "H", "H", "H", "H", "H", "H", "H", "H", "H", "H", "H"],
  "positions_angstrom": [[1.74, -1.36, 0.57], [3.34, -4.48, 7.27], [3.34, -3.44, 5.66], [3.85, -3.99, 4.48], [3.91, -3.23, 3.34], [3.47, -1.85, 3.28], [3.61, -1.18, 2.22], [2.89, -1.34, 4.52], [2.30, -0.03, 4.71], [2.05, 0.86, 3.85], [1.56, 2.08, 4.26], [2.24, 2.89, 5.14], [1.73, 4.16, 5.51], [0.55, 4.62, 5.00], [-0.17, 3.82, 4.08], [-1.41, 4.22, 3.51], [-2.03, 3.41, 2.61], [-1.41, 2.18, 2.25], [-0.28, 1.77, 2.77], [0.34, 2.56, 3.68], [2.88, -2.15, 5.67], [4.20, -5.02, 4.47], [4.32, -3.65, 2.43], [1.97, 0.16, 5.75], [3.18, 2.54, 5.55], [2.30, 4.78, 6.20], [0.15, 5.58, 5.30], [-1.84, 5.17, 3.80], [-2.97, 3.68, 2.15], [-1.86, 1.56, 1.48], [2.46, -1.74, 6.59], [-1.18, -3.64, 0.01], [-0.66, -4.45, 1.23], [0.13, -3.62, 2.12], [-0.18, -3.68, 3.53], [-1.50, -2.97, 3.88], [-1.50, -1.20, 3.45], [-2.77, -1.03, 2.14], [-2.81, -2.13, 1.07], [-1.53, -2.30, 0.42], [-0.39, -3.57, -0.74], [-2.02, -4.19, -0.45], [-1.51, -4.85, 1.79], [-0.09, -5.31, 0.87], [1.12, -3.78, 1.99], [-0.25, -4.71, 3.91], [0.63, -3.18, 4.07], [-2.34, -3.44, 3.37], [-1.67, -3.05, 4.95], [-3.75, -0.93, 2.61], [-2.51, -0.09, 1.64], [-3.11, -3.08, 1.53], [-3.61, -1.86, 0.37], [-1.43, -1.60, -0.31], [4.40, 0.63, -3.32], [4.83, -0.67, -3.49], [4.42, -1.34, -2.37], [3.74, -0.48, -1.54], [3.74, 0.68, -2.12], [3.12, 1.90, -1.60], [2.21, 1.95, -0.67], [1.91, 3.28, -0.52], [2.65, 4.04, -1.37], [3.43, 3.15, -2.06], [4.49, 1.36, -4.00], [5.37, -0.99, -4.37], [4.55, -2.38, -2.13], [1.17, 3.61, 0.19], [2.71, 5.11, -1.54], [4.15, 3.39, -2.72], [0.51, -3.27, -4.36], [0.38, -2.01, -5.08], [-0.67, -2.05, -6.10], [0.50, -0.84, -4.34], [0.57, -0.82, -2.71], [0.55, 0.29, -5.13], [0.42, 1.60, -4.52], [1.32, 0.29, -6.36], [0.62, -4.07, -5.10], [-0.37, -3.47, -3.74], [1.38, -3.25, -3.71], [-1.60, -2.42, -5.67], [-0.37, -2.71, -6.91], [-0.86, -1.06, -6.50], [-0.26, 1.54, -3.68], [0.02, 2.30, -5.26], [1.38, 1.98, -4.15], [1.56, -0.73, -6.65], [2.26, 0.84, -6.22], [0.76, 0.77, -7.17], [1.49, -5.86, -1.30], [2.85, -4.67, -0.81], [3.79, -6.31, -0.65], [4.51, -3.99, -0.26], [2.49, -5.07, 0.98], [3.56, -4.79, -2.55], [1.95, -3.18, -1.07], [-6.03, 5.88, -0.67], [-5.23, 4.63, -0.96], [-4.13, 4.66, -1.81], [-3.39, 3.51, -2.09], [-2.20, 3.59, -3.01], [-3.74, 2.30, -1.48], [-4.82, 2.26, -0.60], [-5.19, 1.00, 0.14], [-5.56, 3.42, -0.37], [-2.98, 1.00, -1.80], [-3.01, 0.63, -2.99], [-2.40, 0.50, -0.80], [-5.86, 6.64, -1.44], [-5.74, 6.31, 0.29], [-7.10, 5.66, -0.63], [-3.84, 5.60, -2.28], [-2.14, 4.56, -3.50], [-2.27, 2.80, -3.76], [-1.27, 3.43, -2.45], [-4.85, 0.11, -0.39], [-6.27, 0.94, 0.29], [-4.70, 0.99, 1.12], [-6.42, 3.37, 0.30]]
}

***

Entry 2:
{
  "formula": "C43H54Cl2F3N4O2Pd",
  "method": "ωB97M-V/def2-TZVPD",
  "s2": 6.055,
  "spin_multiplicity": 5,
  "homo_energy_ha": [-0.332, -0.403],
  "homo_lumo_gap_ev": [7.36, 6.38],
  "total_charge": 1,
  "max_force_ev_per_a": 0.6,
  "de_lowest_kj_mol": 62.71,
  "symbols": ["Pd", "Cl", "C", "Cl", "H", "H", "C", "N", "C", "C", "N", "N", "C", "C", "H", "H", "H", "H", "H", "H", "H", "H", "H", "H", "H", "H", "H", "F", "C", "F", "F", "C", "C", "C", "C", "C", "C", "C", "C", "H", "H", "H", "H", "C", "C", "C", "C", "C", "C", "C", "C", "C", "C", "O", "O", "H", "H", "H", "H", "H", "H", "H", "H", "H", "H", "H", "C", "C", "C", "C", "C", "C", "C", "C", "N", "C", "C", "C", "C", "C", "C", "C", "C", "C", "C", "H", "H", "H", "H", "H", "H", "H", "H", "H", "H", "H", "H", "H", "H", "H", "H", "H", "H", "H", "H", "H", "H", "H", "H"],
  "positions_angstrom": [[-1.10, -0.67, 0.64], [-4.10, -0.95, 0.22], [-4.47, -1.07, 1.94], [-2.98, -0.98, 2.91], [-4.95, -2.02, 2.13], [-5.10, -0.24, 2.22], [2.13, -0.86, 2.28], [2.41, -1.67, 1.10], [3.46, -2.66, 1.28], [2.04, -1.31, -0.18], [1.03, -0.25, -0.25], [3.03, -1.32, -1.16], [2.56, -1.36, -2.53], [4.20, -0.44, -0.98], [2.10, -1.52, 3.15], [1.18, -0.34, 2.21], [2.90, -0.11, 2.45], [3.19, -3.32, 2.10], [4.42, -2.19, 1.53], [3.58, -3.24, 0.37], [0.67, -0.24, -1.20], [2.22, -0.37, -2.90], [1.73, -2.07, -2.62], [3.36, -1.69, -3.19], [4.45, -0.40, 0.08], [4.01, 0.58, -1.32], [5.05, -0.85, -1.52], [4.51, 7.77, 1.51], [3.25, 7.45, 1.81], [3.06, 7.70, 3.11], [2.45, 8.29, 1.12], [2.95, 6.02, 1.46], [2.51, 5.12, 2.42], [2.21, 3.82, 2.06], [2.34, 3.41, 0.73], [2.80, 4.32, -0.23], [3.10, 5.62, 0.14], [1.94, 2.09, 0.35], [1.51, 1.01, 0.07], [2.40, 5.44, 3.45], [1.85, 3.11, 2.80], [2.91, 4.00, -1.25], [3.45, 6.33, -0.60], [-1.08, 7.51, 2.27], [-1.11, 6.03, 1.99], [-1.33, 5.11, 3.01], [-1.36, 3.75, 2.78], [-1.61, 2.83, 3.96], [-1.18, 3.28, 1.47], [-0.97, 4.19, 0.41], [-0.76, 3.79, -1.03], [-0.93, 5.55, 0.70], [-1.17, 1.83, 1.20], [-1.66, 1.35, 0.12], [-0.69, 0.99, 2.02], [-1.03, 7.71, 3.34], [-1.97, 7.99, 1.87], [-0.21, 7.98, 1.79], [-1.49, 5.48, 4.02], [-1.84, 3.42, 4.84], [-0.75, 2.20, 4.17], [-2.45, 2.16, 3.77], [-0.37, 2.79, -1.15], [-0.08, 4.49, -1.51], [-1.71, 3.84, -1.57], [-0.74, 6.25, -0.10], [-1.70, 1.49, -3.96], [-1.57, 0.01, -3.73], [-1.47, -0.88, -4.80], [-1.36, -2.26, -4.61], [-1.29, -3.20, -5.78], [-1.32, -2.76, -3.32], [-1.38, -1.89, -2.19], [-1.53, -0.49, -2.45], [-1.28, -2.26, -0.89], [-1.17, -3.66, -0.42], [0.11, -4.38, -0.89], [0.16, -5.79, -0.28], [-1.09, -6.58, -0.71], [-2.34, -5.87, -0.19], [-2.28, -5.78, 1.34], [-1.04, -4.98, 1.75], [0.21, -5.70, 1.24], [-1.13, -3.59, 1.11], [-2.43, -4.47, -0.79], [-2.10, 1.70, -4.95], [-0.73, 1.98, -3.89], [-2.36, 1.95, -3.22], [-1.51, -0.49, -5.81], [-1.31, -2.66, -6.72], [-2.14, -3.89, -5.78], [-0.38, -3.80, -5.75], [-1.24, -3.82, -3.19], [-1.65, 0.19, -1.61], [0.97, -3.79, -0.57], [0.17, -4.45, -1.97], [1.06, -6.29, -0.65], [-1.04, -7.59, -0.31], [-1.12, -6.66, -1.80], [-3.23, -6.44, -0.48], [-2.24, -6.78, 1.78], [-3.19, -5.29, 1.72], [-1.01, -4.87, 2.83], [0.27, -6.70, 1.68], [1.10, -5.15, 1.55], [-0.26, -2.98, 1.42], [-2.04, -3.09, 1.47], [-3.31, -3.94, -0.41], [-2.56, -4.55, -1.87]]
}